The following is a DFT calculation (ωB97M-V/def2-TZVPD) of a structure of composition C70H57N6O9PS in a non-equilibrium geometry.

XYZ file:
```
144
Properties=species:S:1:pos:R:3:forces:R:3:lowdin_charge:R:1
C -1.346469 2.309735 -1.206933 -0.5 0.4 0.6 -0.11
C -0.400743 3.531474 -1.561659 -0.6 -1.0 -1.0 -0.20
C -0.665431 3.966371 -3.090139 1.5 -1.2 0.6 -0.19
N -0.886726 5.436662 -3.262769 -1.7 -0.6 0.9 -0.01
C -2.295977 5.695426 -3.085760 -1.6 0.9 1.1 -0.19
C -2.881179 6.329935 -1.894772 0.1 -1.3 -1.6 -0.17
P -1.765449 6.892406 -0.482390 -1.5 1.5 0.5 0.75
N -2.415966 8.014489 0.424192 0.8 -0.3 -0.3 -0.31
C -4.386559 6.537348 -1.752811 -1.2 -0.9 -3.4 -0.20
N -5.023638 7.162001 -0.653216 1.0 -1.1 -0.5 -0.02
C -5.070504 6.367773 0.600108 0.0 0.3 1.1 -0.25
C -4.540387 4.890230 0.515300 -0.1 0.1 1.2 -0.10
C -5.253932 6.091506 -2.863442 1.2 0.6 0.2 -0.08
C -6.824026 6.233721 -2.858057 0.6 -0.8 0.3 -0.09
C -7.403396 4.878202 -2.249779 -0.1 -0.1 -1.6 -0.35
O -7.343250 4.871127 -0.811610 0.3 -0.7 -0.8 -0.07
C -8.880896 4.552209 -2.723562 0.3 -0.8 1.2 -0.22
N -9.857492 5.256421 -1.850229 0.5 0.1 -0.4 -0.02
C -4.685265 5.460948 -4.109475 0.1 0.8 1.4 -0.29
N -5.452732 5.042709 -5.197312 4.2 0.3 1.1 -0.22
S -4.244704 4.504631 -6.242590 0.0 0.2 1.0 0.95
N -2.825933 4.706704 -5.417780 -2.3 1.1 1.6 -0.23
C -3.194806 5.278283 -4.211798 -1.1 -0.1 -0.3 -0.27
H -1.431365 1.561815 -2.043828 0.3 0.7 0.8 0.07
H -1.038164 1.772785 -0.260961 -0.2 0.6 -1.1 0.07
H -2.388860 2.697893 -1.008760 0.9 -0.4 -0.3 0.07
H -0.632684 4.406327 -0.902650 0.5 -1.0 -0.4 0.04
H 0.651359 3.157140 -1.461823 -0.8 0.8 0.0 0.10
H -1.510025 3.330484 -3.451540 0.5 1.1 0.0 0.10
H 0.247204 3.659961 -3.681376 -1.0 0.4 0.5 0.11
H -0.383861 5.897983 -2.499873 -0.1 -0.1 -0.5 0.05
H -0.563091 7.404208 -1.056623 -0.1 -0.9 -0.1 0.01
H -1.500764 5.738537 0.337839 0.2 0.3 -0.9 0.00
H -1.862595 8.872384 0.429308 -0.3 -0.3 0.0 -0.04
H -5.907819 7.594231 -0.898253 0.3 -0.5 0.0 0.10
H -6.129758 6.360002 0.970557 0.9 0.0 -0.5 0.11
H -4.448254 6.920415 1.367685 -0.6 -0.7 -0.8 0.09
H -4.951432 4.278217 -0.323186 0.6 0.7 0.5 0.06
H -4.870906 4.374933 1.469137 0.4 0.6 -1.0 0.09
H -3.415603 4.888160 0.565004 -1.2 -0.3 -0.4 0.04
H -7.184813 7.137142 -2.302402 0.3 -0.8 -0.3 0.11
H -7.204862 6.342675 -3.915581 0.6 -0.2 1.1 0.11
H -6.734724 4.063128 -2.652872 -0.6 0.8 0.3 0.14
H -7.028188 3.977234 -0.582122 -0.3 0.7 0.1 0.10
H -9.038681 3.447100 -2.535945 0.2 1.1 -0.4 0.12
H -9.052946 4.714205 -3.818599 0.2 0.2 1.0 0.11
H -9.923670 4.748624 -0.963076 0.1 0.3 -0.5 0.06
H -9.433174 6.161296 -1.609323 -0.5 -0.4 0.0 0.06
C -5.168107 -1.597049 2.570822 0.1 0.0 0.0 -0.06
C -5.243898 -2.679201 3.443709 0.1 0.1 0.0 -0.05
C -4.170671 -2.984195 4.268237 -0.2 -0.1 -0.1 0.00
C -3.011694 -2.215273 4.215117 -0.1 0.1 -0.2 -0.08
C -2.926801 -1.145241 3.322806 -0.2 -0.1 0.0 -0.08
C -4.012649 -0.831871 2.509338 -0.2 0.0 -0.1 0.00
C -1.680385 -0.346387 3.219216 0.0 0.5 -0.4 -0.29
O -1.608067 0.588758 2.443838 0.0 -0.1 0.0 0.09
C -0.522495 -0.713455 4.070468 0.2 -0.1 0.1 -0.09
C 0.672866 -0.011365 3.944049 0.3 0.1 0.0 0.00
C 1.758529 -0.339043 4.743801 -0.1 0.0 0.0 -0.05
C 1.651472 -1.363194 5.681086 -0.1 0.0 -0.1 -0.05
C 0.463819 -2.069445 5.807330 0.2 0.0 0.1 0.00
C -0.622911 -1.753602 4.996151 0.2 0.1 0.0 -0.08
C -1.876267 -2.539395 5.114216 -0.1 -0.5 0.5 -0.28
O -1.969829 -3.436842 5.928856 0.0 0.1 -0.1 0.11
H -6.010855 -1.354437 1.933694 0.1 0.0 0.0 0.11
H -6.142708 -3.283758 3.481674 0.1 0.0 0.0 0.11
H -4.236087 -3.824202 4.949675 0.2 0.1 0.0 0.12
H -3.956169 0.006206 1.824538 0.2 0.0 0.1 0.12
H 0.762760 0.788849 3.218639 -0.2 -0.1 0.0 0.12
H 2.690257 0.204899 4.638999 -0.1 0.0 0.0 0.11
H 2.497923 -1.613421 6.310216 -0.1 0.0 0.0 0.11
H 0.386682 -2.869269 6.534486 -0.1 0.0 -0.1 0.12
C 6.544913 -0.185522 -5.142630 0.0 0.1 0.0 -0.05
C 5.314064 -0.416643 -4.534747 0.0 0.0 0.0 -0.05
C 4.594754 0.640853 -3.997072 0.0 -0.2 0.0 0.00
C 5.108375 1.932970 -4.054019 0.1 -0.1 -0.1 -0.08
C 6.354054 2.161168 -4.641850 -0.1 -0.2 0.0 -0.08
C 7.064844 1.099827 -5.195849 0.0 -0.2 0.0 0.00
C 6.937913 3.525142 -4.666415 0.6 0.1 -0.3 -0.28
O 8.021053 3.725780 -5.181317 -0.1 0.0 0.1 0.10
C 6.180236 4.639107 -4.043537 -0.1 0.2 0.1 -0.08
C 6.738413 5.914059 -4.007004 0.0 0.2 0.0 0.00
C 6.032489 6.964924 -3.439002 0.0 -0.1 0.0 -0.06
C 4.761647 6.748792 -2.913088 0.0 -0.1 0.0 -0.06
C 4.203734 5.479161 -2.942259 0.0 0.2 0.1 0.00
C 4.914736 4.419055 -3.498498 0.1 0.2 0.0 -0.08
C 4.322510 3.058638 -3.492212 -0.6 -0.1 0.2 -0.28
O 3.212383 2.870175 -3.028990 0.1 0.0 0.0 0.09
H 7.101711 -1.011330 -5.570263 0.0 0.1 0.0 0.11
H 4.914826 -1.422955 -4.481931 0.0 0.1 0.0 0.10
H 3.634633 0.456692 -3.529349 0.1 0.2 0.0 0.12
H 8.025912 1.274134 -5.665022 -0.1 0.1 0.1 0.12
H 7.725856 6.088609 -4.417849 -0.1 -0.2 0.0 0.12
H 6.471215 7.955586 -3.407145 0.0 -0.1 0.0 0.11
H 4.208162 7.572059 -2.476106 0.0 -0.1 0.0 0.11
H 3.216145 5.314561 -2.527444 0.1 -0.2 -0.1 0.12
C 8.122238 -4.518042 0.159036 -0.1 0.0 0.0 -0.05
C 7.874455 -4.701396 1.516687 -0.1 0.0 -0.1 -0.06
C 6.611234 -4.451633 2.032855 0.2 -0.1 0.0 0.00
C 5.592787 -4.005843 1.195223 0.2 0.0 -0.1 -0.08
C 5.847854 -3.799032 -0.161355 0.1 -0.1 0.1 -0.08
C 7.112129 -4.067304 -0.678477 0.2 0.0 0.0 0.00
C 4.785662 -3.277261 -1.057281 0.1 0.1 -0.6 -0.27
O 5.006324 -3.099770 -2.240113 0.0 0.0 0.1 0.09
C 3.454105 -2.967334 -0.483005 -0.2 0.1 0.1 -0.08
C 2.463697 -2.423501 -1.296360 -0.2 0.1 0.0 0.00
C 1.210352 -2.142308 -0.770792 0.1 0.0 0.0 -0.04
C 0.938474 -2.411944 0.567317 0.1 0.0 0.0 -0.04
C 1.924317 -2.948614 1.382664 -0.2 0.1 0.0 0.00
C 3.186407 -3.218587 0.863231 -0.1 0.0 -0.1 -0.08
C 4.241350 -3.758601 1.753587 -0.1 -0.1 0.6 -0.26
O 4.003963 -3.989896 2.925964 0.1 0.2 -0.3 0.08
H 9.107236 -4.722214 -0.244626 -0.1 0.0 0.0 0.11
H 8.667926 -5.041618 2.171984 -0.1 0.0 0.0 0.11
H 6.421647 -4.600647 3.089322 -0.1 0.0 -0.1 0.12
H 7.311216 -3.920940 -1.733467 -0.2 0.1 0.1 0.12
H 2.668947 -2.214673 -2.339751 0.1 -0.1 0.1 0.12
H 0.442242 -1.714149 -1.404571 0.0 0.0 0.0 0.11
H -0.043191 -2.198758 0.975303 0.1 0.0 0.0 0.11
H 1.707335 -3.151639 2.425402 0.2 0.0 0.0 0.11
C -2.450413 -11.148319 1.842862 0.1 0.1 0.0 -0.06
C -2.771294 -10.047105 1.053643 0.1 0.0 0.1 -0.06
C -2.041806 -8.872779 1.168987 -0.2 -0.1 -0.1 0.00
C -0.995095 -8.790477 2.083084 -0.1 -0.2 0.0 -0.08
C -0.689139 -9.886443 2.891134 -0.2 0.0 -0.2 -0.08
C -1.412584 -11.068818 2.759977 -0.2 -0.1 -0.1 0.00
C 0.392224 -9.798045 3.905093 0.2 -0.5 0.4 -0.28
O 0.661295 -10.754483 4.606655 0.0 0.1 -0.1 0.10
C 1.131585 -8.520599 4.052429 0.1 0.2 0.0 -0.09
C 2.109532 -8.401473 5.036477 0.2 0.1 0.1 0.00
C 2.815642 -7.214179 5.173215 -0.2 -0.1 -0.1 -0.05
C 2.554482 -6.143444 4.321367 -0.1 -0.1 0.2 -0.05
C 1.577262 -6.256694 3.343637 0.1 0.1 0.1 0.01
C 0.856836 -7.440235 3.212015 0.1 0.0 0.1 -0.08
C -0.209713 -7.535380 2.185689 -0.1 0.6 -0.4 -0.28
O -0.441516 -6.598889 1.443696 0.0 -0.1 0.1 0.10
H -3.015361 -12.068287 1.745339 0.0 0.1 0.0 0.11
H -3.590498 -10.106657 0.346306 0.1 0.0 0.0 0.11
H -2.291699 -8.019811 0.549035 0.2 0.0 0.1 0.12
H -1.169953 -11.926676 3.375871 0.1 0.2 0.0 0.12
H 2.319149 -9.232381 5.699946 -0.1 0.0 -0.1 0.12
H 3.573017 -7.121934 5.943365 0.0 0.0 0.0 0.11
H 3.109169 -5.221485 4.423423 -0.1 -0.1 0.0 0.08
H 1.374016 -5.419807 2.686356 -0.1 -0.2 0.0 0.10
```
Forces are in eV/Å.

Computed properties:
gap between HOMO and LUMO = 6.447 eV
LUMO energy = -1.2 eV
HOMO level = -7.693 eV
max |F| = 4.3 eV Å⁻¹